Record 1
{
  "formula": "C3H6FNO",
  "method": "ωB97M-V with the def2-TZVPD basis set",
  "elements": ["H", "O", "C", "C", "H", "H", "H", "H", "N", "F", "C", "H"],
  "coordinates": [[1.53924, 0.23641, -1.30227], [0.30826, -0.93969, 1.45426], [-0.58143, 0.09221, 1.87514], [0.55789, 0.34749, 0.98474], [1.60144, 0.84209, 1.21787], [-1.54949, 0.13683, 1.41243], [-1.29465, -0.73272, -1.60256], [-0.47331, 0.46240, 2.82628], [-0.29853, -0.88294, -1.53518], [-0.12103, 1.41581, -1.70224], [0.42970, 0.30180, -1.18759], [-0.11809, -1.27970, -2.44087]],
  "e_lumo_ev": [1.13, -1.19],
  "s_squared": 2.006,
  "multiplicity": 3,
  "homo_energy_ev": [-5.2, -10.3]
}

=====

Record 2
{
  "formula": "C23H43Cl2EuN4O6Si",
  "method": "ωB97M-V with the def2-TZVPD basis set",
  "elements": ["C", "H", "O", "H", "C", "H", "H", "H", "H", "H", "H", "C", "H", "H", "Si", "H", "H", "C", "H", "C", "H", "H", "H", "Eu", "N", "O", "Cl", "C", "O", "H", "C", "C", "Cl", "C", "H", "H", "C", "C", "O", "H", "H", "N", "H", "C", "H", "C", "C", "H", "H", "H", "H", "C", "C", "H", "H", "C", "H", "H", "C", "O", "H", "H", "C", "C", "C", "H", "C", "N", "H", "H", "H", "H", "H", "O", "H", "H", "H", "C", "N", "H"],
  "coordinates": [[5.81211, -0.55352, -3.88630], [-2.78474, 0.99491, 1.23399], [0.60302, -3.81477, -2.51091], [8.61284, -1.57201, 0.92657], [6.94569, -5.21992, -2.74088], [1.86271, 4.97671, 0.77776], [1.51154, -4.71217, -0.57756], [9.52243, -3.25992, -1.65763], [4.38158, 1.01281, 0.79948], [-3.14874, -0.76312, 1.06005], [8.62203, 0.20114, 1.44808], [6.01187, -4.23221, -3.03579], [5.24777, 0.08151, 2.19999], [1.32247, 2.72582, -1.11512], [6.63895, -0.19534, 0.46777], [4.91635, 2.86210, -0.61951], [5.47601, -2.40438, -0.60461], [7.63026, -2.54097, -2.39336], [4.97282, -4.46237, -3.32181], [8.19940, -4.89872, -2.21858], [-2.64860, 0.19039, -0.36099], [0.71051, -6.62763, 0.45388], [4.88952, 0.86817, -5.25938], [2.09305, -1.80087, -1.65993], [2.16283, -5.36860, 1.23941], [2.80389, -3.36106, 0.29249], [6.52812, 0.87290, -1.25707], [7.09237, -0.44877, -4.31984], [3.97637, -1.92961, -2.67502], [0.37093, -0.34958, 2.44258], [6.09292, -2.07867, 0.25323], [6.35639, -2.88858, -2.87739], [1.23367, -0.75614, -3.93949], [-0.29593, -0.46708, -0.05131], [2.60414, -5.97012, 3.19394], [3.77802, 0.26283, -3.96635], [1.66483, -6.70535, 0.96810], [8.37819, -0.53436, 0.63301], [2.94677, 1.37404, -1.06071], [-0.73523, -0.40289, -1.06660], [8.93110, -5.67464, -1.98899], [-0.56224, -3.67722, -2.01153], [7.71832, -1.31897, -4.35241], [2.16505, -4.44705, 0.26304], [1.61185, 4.93925, -0.97920], [4.36640, 3.47834, 0.13195], [2.38351, 2.45960, -0.86343], [8.77472, 0.64201, -4.88852], [7.86473, -1.47726, -2.23514], [-1.06093, 0.66181, 2.82075], [-1.18878, -1.12265, 2.84532], [-0.71615, -0.26480, 2.34061], [2.78203, -5.10122, 2.54092], [3.87584, -4.94326, 2.48158], [5.50066, -2.27944, 1.15517], [5.22036, -1.88783, -3.32450], [2.33877, -4.22215, 3.04433], [7.47645, 1.64020, -4.27103], [2.36168, 4.84572, -0.19082], [0.91884, -0.76614, 0.13499], [4.85759, -2.40443, -4.24519], [4.21088, -0.70505, 0.84735], [8.55611, -3.55450, -2.06512], [4.91206, 0.11149, 1.14965], [4.82267, 0.54189, -4.19456], [2.35459, -7.25083, 0.32161], [-2.53396, 0.06996, 0.70946], [2.98035, 3.53621, -0.27472], [7.30536, 0.94361, -5.86381], [1.52959, -7.25393, 1.89742], [8.92746, -0.44371, -0.32644], [5.04339, 1.41134, -3.56024], [3.13411, 5.62406, -0.30626], [-0.68928, -2.78474, -1.11763], [4.77973, 4.49296, 0.18470], [4.54209, 3.02507, 1.12020], [6.91452, -2.81023, 0.40965], [7.69802, 0.76379, -4.86508], [-1.13553, -0.22401, 0.94267], [6.66702, -6.26466, -2.88176]],
  "e_lumo_ev": [2.19, 2.19],
  "s_squared": 15.759,
  "multiplicity": 8,
  "total_charge": -1,
  "homo_energy_ev": [-1.9, -4.1]
}